1:
A 2-piece molecular cluster, C4H14N2O overall. Source: OMol25; level of theory: ωB97M-V/def2-TZVPD.

Each line ends with the Mulliken charge.
Cartesian coordinates (Å):
O 1.704 0.422 3.829  -1.48
N 0.361 1.571 0.667  -0.43
N -1.724 -1.914 -1.104  -0.71
C -1.719 -0.449 -0.864  -0.52
C -0.680 0.237 -1.739  -0.85
C 1.016 0.335 0.200  -2.37
C 0.774 0.086 -1.290  -0.35
H 2.080 0.339 0.455  0.43
H 0.936 2.376 0.445  0.18
H 1.388 0.799 -1.847  0.39
H 0.254 1.554 1.675  0.43
H 1.910 -0.030 2.988  0.32
H -2.637 -2.193 -1.443  0.18
H -0.902 1.295 -1.870  0.35
H -1.619 -2.399 -0.219  0.40
H 1.059 -0.946 -1.494  0.44
H -1.409 -0.275 0.161  0.31
H -0.762 -0.133 -2.765  0.45
H 2.104 -0.161 4.502  1.06
H 0.575 -0.488 0.775  0.39
H -2.707 -0.027 -1.061  0.38

As for the spin multiplicity: 2. Its orbital gap (spin up / spin down) is 2.7 / 9.4 eV. As for the total charge: -1. The value obtained for the HOMO energy (spin up / spin down) is 0.037 / -0.216 hartree.

***

2:
A 2-piece molecular cluster, C4H14N2O overall. Source: OMol25; level of theory: ωB97M-V/def2-TZVPD.

Each line ends with the Mulliken charge.
Cartesian coordinates (Å):
O 2.723 -0.198 3.872  -0.92
N 1.460 1.173 1.003  0.58
N 0.067 -0.504 0.063  0.03
C -0.655 -0.456 -2.278  -1.77
C -2.381 -0.281 -0.445  -1.70
C 0.775 0.737 -0.174  -2.92
C -0.987 -0.846 -0.849  0.57
H 2.430 0.880 0.984  0.75
H -3.130 -0.413 -1.223  0.50
H 1.310 2.134 1.260  0.81
H 2.924 -1.051 3.469  0.38
H 1.958 0.105 3.355  0.40
H -2.315 0.788 -0.236  0.44
H -0.717 0.611 -2.467  0.41
H 0.119 1.552 -0.516  -0.14
H -2.686 -0.779 0.481  0.31
H -1.392 -0.900 -2.953  0.56
H 0.326 -0.794 -2.588  0.50
H -0.141 -0.497 1.055  0.25
H 1.477 0.657 -1.013  -0.32
H -1.166 -1.918 -0.800  0.29

As for the spin multiplicity: 2. Its orbital gap (spin up / spin down) is 2.7 / 8.7 eV. As for the total charge: -1. The value obtained for the HOMO energy (spin up / spin down) is 0.045 / -0.180 hartree.

***

Which structure above is the least stable? It is 2.